Below is a structure of composition C25H48AsCsN6O4S3Si3, with properties calculated with ωB97M-V/def2-TZVPD.

Positions of all 91 atoms, in Å:
Cs 0.360 1.077 -2.068
C -3.035 6.027 -3.351
S -3.557 4.684 -2.271
C -2.016 3.971 -1.770
S -2.189 2.623 -0.718
N -0.952 4.569 -2.206
N 0.244 3.938 -1.921
C 1.138 4.683 -1.416
C 2.508 4.195 -1.179
C 3.428 5.043 -0.566
C 4.728 4.610 -0.373
C 5.075 3.338 -0.792
C 4.091 2.554 -1.374
N 2.838 2.956 -1.568
H -3.955 6.494 -3.702
H -2.465 5.649 -4.196
H -2.430 6.757 -2.818
H 0.931 5.714 -1.124
H 3.117 6.033 -0.257
H 5.457 5.258 0.096
H 6.077 2.951 -0.669
H 4.328 1.548 -1.708
C -6.033 -5.237 -1.813
C -4.664 -4.741 -1.355
S -3.469 -5.074 -2.624
O -3.756 -4.237 -3.766
O -3.354 -6.497 -2.806
C -1.940 -4.475 -1.934
C -0.831 -4.741 -2.957
N 0.258 -3.783 -2.797
C 0.355 -2.618 -3.481
N 1.360 -1.873 -3.039
C 1.946 -2.585 -2.042
C 1.276 -3.757 -1.869
N 1.495 -4.743 -0.864
O 0.688 -5.656 -0.765
O 2.467 -4.591 -0.151
C -0.573 -2.237 -4.581
H -6.773 -5.029 -1.043
H -6.012 -6.310 -1.994
H -6.335 -4.733 -2.730
H -4.314 -5.255 -0.459
H -4.649 -3.663 -1.188
H -1.748 -4.970 -0.983
H -2.074 -3.403 -1.776
H -1.220 -4.614 -3.965
H -0.452 -5.751 -2.858
H 2.790 -2.226 -1.478
H -0.469 -2.914 -5.431
H -0.319 -1.234 -4.913
H -1.619 -2.261 -4.268
C -2.075 2.562 3.111
Si -0.213 2.578 3.037
C 0.359 4.163 2.236
C 0.487 2.418 4.766
As 0.541 0.860 1.637
Si 2.730 0.402 2.271
C 3.484 -0.614 0.884
C 2.972 -0.528 3.875
C 3.615 2.043 2.408
Si -0.750 -1.014 2.148
C -2.445 -0.707 1.419
C -0.902 -1.364 3.979
C -0.018 -2.498 1.263
H -2.410 3.515 3.531
H -2.459 1.765 3.752
H -2.505 2.471 2.113
H -0.135 5.020 2.702
H 0.073 4.141 1.181
H 1.439 4.310 2.307
H 0.118 3.223 5.407
H 1.578 2.475 4.758
H 0.199 1.466 5.216
H 3.025 -1.605 0.840
H 4.557 -0.749 1.046
H 3.345 -0.118 -0.080
H 2.355 -1.427 3.922
H 2.720 0.098 4.734
H 4.015 -0.840 3.978
H 3.424 2.685 1.547
H 4.694 1.884 2.484
H 3.292 2.575 3.307
H -2.998 0.046 1.981
H -3.034 -1.629 1.424
H -2.373 -0.348 0.389
H -1.505 -0.588 4.457
H 0.075 -1.375 4.464
H -1.387 -2.325 4.168
H 0.102 -2.279 0.198
H -0.696 -3.351 1.362
H 0.953 -2.800 1.661

The LUMO energy is -0.83 eV. The calculation puts the HOMO energy at -7.12 eV. Its relative energy (zero: lowest compared OMol25 entry of this formula, charge and spin) is 0.0 kJ/mol.



Below is a cluster of 2 separate species, C4HF2N in total, with properties calculated with ωB97M-V/def2-TZVPD.

Positions of all 8 atoms, in Å:
C 2.031 0.152 0.002
C 0.843 0.420 -0.014
C -1.379 -1.430 -0.071
C -0.571 0.618 0.026
N -1.997 -2.390 -0.054
F -1.079 1.158 -1.108
F -0.929 1.278 1.075
H 3.080 0.194 0.145

The LUMO energy is -1.63 eV. The calculation puts the HOMO energy at -11.45 eV. Its relative energy (zero: lowest compared OMol25 entry of this formula, charge and spin) is 236.1 kJ/mol.



Below is an isolated molecule of C4H7NO, with properties calculated with ωB97M-V/def2-TZVPD.

Positions of all 13 atoms, in Å:
C 1.387 -0.578 0.132
C -0.036 -0.042 0.087
C -1.109 -1.083 0.137
O -2.282 -0.927 0.385
C -0.224 1.420 0.241
N -0.478 0.830 -1.060
H 1.408 -1.664 0.283
H 1.924 -0.347 -0.790
H 1.942 -0.136 0.969
H -0.721 -2.019 -0.323
H -1.026 1.868 0.819
H 0.710 1.979 0.222
H -1.494 0.701 -1.103

The LUMO energy is 0.84 eV. The calculation puts the HOMO energy at -9.83 eV. Its relative energy (zero: lowest compared OMol25 entry of this formula, charge and spin) is 229.5 kJ/mol. As for the SMILES: C[C@@]1(C=O)CN1.



Below is a structure of composition C27H26FeN8OS2, with properties calculated with ωB97M-V/def2-TZVPD.

Positions of all 65 atoms, in Å:
Fe 0.745 0.914 -0.325
C -1.932 -2.369 0.855
C -1.298 -1.234 0.110
N -0.274 -0.605 0.587
N 0.257 -1.059 1.801
C 1.541 -1.004 1.817
S 2.556 -0.426 0.518
S 2.313 -1.607 3.298
C 2.930 -3.177 2.588
C 1.825 -4.005 1.999
C 1.680 -4.103 0.620
C 0.631 -4.832 0.071
C -0.280 -5.469 0.898
C -0.141 -5.375 2.278
C 0.901 -4.645 2.823
C -1.832 -0.869 -1.214
C -3.120 -1.313 -1.561
C -3.656 -1.097 -2.810
C -2.885 -0.455 -3.779
C -1.616 -0.019 -3.480
C -1.072 -0.191 -2.199
O 0.143 0.287 -1.974
H -1.340 -2.650 1.718
H -2.046 -3.228 0.196
H -2.928 -2.071 1.189
H 3.398 -3.675 3.437
H 3.699 -2.951 1.851
H 2.390 -3.605 -0.028
H 0.534 -4.907 -1.005
H -1.090 -6.047 0.472
H -0.846 -5.877 2.929
H 1.000 -4.561 3.899
H -3.713 -1.835 -0.824
H -4.655 -1.440 -3.041
H -3.284 -0.303 -4.774
H -0.997 0.470 -4.222
N 3.877 3.677 -0.520
C 4.156 3.250 -1.800
C 3.159 2.389 -2.134
N 2.275 2.296 -1.086
C 2.739 3.075 -0.128
C 2.077 3.084 1.164
N 1.134 2.199 1.410
C 0.727 2.414 2.702
C 1.434 3.449 3.231
N 2.288 3.869 2.239
H 4.463 4.283 0.030
H 5.021 3.590 -2.340
H 3.016 1.832 -3.044
H -0.014 1.795 3.177
H 1.414 3.909 4.202
H 2.937 4.634 2.316
N -0.487 3.263 -2.569
C -1.424 2.922 -1.640
C -2.788 3.151 -1.884
C -3.699 2.834 -0.914
C -3.254 2.310 0.303
C -1.908 2.113 0.464
N -0.988 2.399 -0.484
H -0.798 3.418 -3.512
H 0.425 2.852 -2.467
H -3.097 3.567 -2.833
H -4.755 2.992 -1.089
H -3.941 2.058 1.097
H -1.526 1.707 1.390

As for the multiplicity: 6. The LUMO energy (spin up / spin down) is -2.59 / -3.56 eV. The calculation puts the HOMO energy (spin up / spin down) at -10.48 / -10.49 eV. As for the net charge: +1.



Below is a structure of composition C33H41LaN5, with properties calculated with ωB97M-V/def2-TZVPD.

Positions of all 80 atoms, in Å:
La -0.695 -0.256 -0.033
N -4.124 -1.357 0.444
N -1.183 0.756 -2.409
C 1.476 -1.891 0.430
C 0.538 -2.632 -0.369
C -0.550 -3.007 0.483
C -1.787 -3.739 0.090
H -1.678 -4.195 -0.902
H -2.663 -3.070 0.064
H -2.013 -4.537 0.814
C -0.287 -2.511 1.790
C -1.082 -2.820 3.010
H -0.746 -3.768 3.470
H -2.154 -2.926 2.784
H -0.975 -2.035 3.769
C 0.955 -1.820 1.762
C 1.632 -1.255 2.960
H 0.956 -0.601 3.534
H 2.518 -0.663 2.690
H 1.961 -2.062 3.641
C 0.680 -2.939 -1.823
H 1.203 -3.897 -1.993
H 1.265 -2.161 -2.340
H -0.302 -3.000 -2.314
C 2.781 -1.349 -0.040
H 3.066 -0.444 0.519
H 2.744 -1.073 -1.103
H 3.596 -2.085 0.078
C -5.122 -0.872 1.175
H -5.518 -1.631 1.855
C -5.566 0.446 1.092
H -6.415 0.681 1.672
C -4.944 1.383 0.257
H -5.248 2.440 0.251
C -3.924 0.947 -0.602
H -3.398 1.614 -1.371
C -3.596 -0.526 -0.567
C -2.477 -1.177 -1.231
H -2.581 -1.829 -2.440
C -0.009 0.879 -1.930
C -1.099 0.917 -3.726
H -1.879 0.735 -4.370
C 0.126 1.440 -4.152
H 0.562 1.885 -5.082
N 0.883 1.379 -2.883
C 2.318 1.457 -2.732
C 3.117 0.777 -3.680
C 4.469 0.860 -3.463
H 5.093 0.359 -4.191
C 5.018 1.512 -2.368
C 6.489 1.643 -2.239
H 6.807 1.624 -1.195
H 6.855 2.586 -2.663
H 7.008 0.840 -2.765
C 4.170 2.040 -1.396
H 4.581 2.485 -0.489
C 2.813 2.027 -1.534
C 1.893 2.554 -0.458
H 0.878 2.806 -0.796
H 2.356 3.462 -0.032
H 1.826 1.829 0.382
C 2.483 -0.073 -4.734
H 1.869 0.477 -5.456
H 1.899 -0.914 -4.323
H 3.327 -0.507 -5.282
C -4.301 1.290 4.384
C -2.999 1.348 3.758
C -1.900 2.259 3.950
C -0.896 1.838 3.012
N -1.366 0.787 2.277
N -2.604 0.468 2.774
C 0.433 2.426 2.896
H -4.374 2.095 5.127
H -5.115 1.422 3.652
H -4.466 0.331 4.903
H -1.850 3.034 4.615
H -3.140 -0.292 2.465
H 0.478 3.187 2.088
H 0.681 2.934 3.850
H 1.223 1.658 2.708

The LUMO energy (spin up / spin down) is 2.36 / 2.40 eV. The calculation puts the HOMO energy (spin up / spin down) at -2.75 / -0.32 eV. Its relative energy (zero: lowest compared OMol25 entry of this formula, charge and spin) is 197.5 kJ/mol. As for the net charge: -1.



Below is an isolated molecule of C5H3NO, with properties calculated with ωB97M-V/def2-TZVPD.

Positions of all 10 atoms, in Å:
C -1.652 -1.689 1.365
C -0.853 -0.883 0.855
C 0.012 -0.008 0.169
C -0.315 0.984 -0.804
N 0.749 1.596 -1.235
O 1.810 1.038 -0.543
C 1.365 0.081 0.259
H -1.916 -1.898 0.283
H -1.289 1.233 -1.209
H 2.088 -0.453 0.859

The LUMO energy is 0.18 eV. The calculation puts the HOMO energy at -9.98 eV. Its relative energy (zero: lowest compared OMol25 entry of this formula, charge and spin) is 398.2 kJ/mol. As for the SMILES: C#Cc1cnoc1.